The molecule C9H12N4O in a non-equilibrium geometry, computed with ωB97M-V/def2-TZVPD.

## Properties
Relative energy (zero: lowest compared OMol25 entry of this formula, charge and spin) in eV: 5.241
LUMO (spin up / spin down) in Eh: -0.0080 / -0.0318
HOMO-LUMO gap (spin up / spin down) in eV: 8.39 / 5.83

The geometry in ORCA input format:
```
! wB97M-V def2-TZVPD RIJCOSX def2/J DEFGRID3
* xyz 0 1
C -0.01 -0.11 -0.86
C -0.67 0.89 0.12
C 1.36 -0.16 -0.26
C -1.99 1.61 -0.03
C 2.38 -0.90 -0.69
C -3.42 -0.48 0.26
C -4.76 -0.86 0.64
C 4.45 0.41 -0.56
C 3.68 -0.82 0.07
N -0.62 -0.87 -1.63
N 0.10 1.11 1.12
N 1.26 0.47 0.99
N -3.18 0.81 -0.09
O -2.09 2.79 -0.31
H 2.44 -1.53 -1.60
H -2.63 -1.19 0.03
H -5.58 -0.76 -0.20
H -5.11 -0.18 1.38
H -4.95 -1.84 1.11
H 5.49 0.40 -0.60
H 4.05 1.30 -0.04
H 4.04 0.38 -1.54
H 3.52 -0.73 1.13
H 4.33 -1.70 -0.08
H 1.92 0.45 1.78
H -4.01 1.48 -0.14
*
```

List of Mulliken charges in e, atom by atom: 0.638, 0.244, 0.063, 0.233, -0.194, 0.005, -1.126, -1.043, -0.617, -0.615, -0.883, 0.283, -0.177, -0.600, 0.359, 0.327, 0.247, 0.321, 0.327, 0.416, 0.247, 0.331, 0.343, 0.336, 0.231, 0.305